(1)
C12H17F3N4O3PtSTe as an isolated structure in a non-equilibrium geometry. Source: the OMol25 dataset; level of theory: ωB97M-V with the def2-TZVPD basis set.

```
42
Properties=species:S:1:pos:R:3:forces:R:3:lowdin_charge:R:1
Pt -1.095362 0.683131 1.348405 1.83 0.50 -1.16 0.81
N 1.325038 -0.048869 1.964005 -0.62 0.87 0.14 0.05
C 1.660538 -1.453269 1.779905 -0.27 -0.66 -0.41 -0.27
C 3.100438 -1.672869 1.265905 -0.10 0.09 0.18 -0.14
C 3.429538 -1.080669 -0.117495 0.07 -0.30 0.05 -0.15
C 3.279038 -2.049169 -1.305395 0.12 0.45 0.12 -0.16
N 1.910738 -2.213769 -1.747095 -0.18 -0.13 0.14 0.09
C 1.175038 -1.270969 -2.316795 -0.08 -0.37 -0.51 -0.45
N 1.729738 -0.275169 -3.023295 0.16 0.04 0.02 0.21
N -0.150562 -1.418569 -2.306595 -0.25 0.10 -0.09 0.19
C 0.679038 -2.165269 0.793505 0.00 0.39 0.29 -0.64
O 0.992138 -3.313669 0.449605 0.33 -0.82 0.18 -0.01
O -0.289662 -1.519369 0.340205 0.08 -0.06 0.03 -0.16
H 1.804338 0.516131 1.269905 -0.12 0.15 0.12 0.06
H 1.601238 0.294731 2.879005 0.05 -0.07 -0.16 0.10
H 1.560438 -1.964869 2.743305 0.00 0.07 -0.11 0.15
H 3.273338 -2.748669 1.246705 0.04 0.01 0.06 0.11
H 3.787538 -1.239669 1.997805 -0.02 -0.02 0.02 0.11
H 4.475338 -0.765769 -0.103995 -0.06 0.13 -0.02 0.11
H 2.815738 -0.198269 -0.317095 0.11 0.16 -0.07 0.10
H 3.629538 -3.039569 -1.012595 0.06 0.06 -0.15 0.13
H 3.890938 -1.700769 -2.143195 0.05 -0.13 0.05 0.11
H 1.397738 -2.897269 -1.164095 -0.07 0.10 -0.15 0.11
H 2.727238 -0.150469 -3.034295 -0.11 -0.02 -0.01 0.11
H 1.159838 0.508831 -3.291195 0.04 0.05 0.13 0.12
H -0.530062 -1.774869 -1.413795 0.15 0.02 -0.07 0.07
H -0.703062 -0.688269 -2.730895 0.06 0.04 0.01 0.06
F -1.023862 3.085031 -0.322295 0.36 -0.38 0.65 -0.02
C -0.211362 2.057131 0.089405 -0.45 0.48 -1.86 -0.70
F 0.233938 1.540231 -1.139395 0.25 -0.16 0.42 -0.09
F 0.915538 2.694131 0.550105 -0.32 -0.48 0.48 0.01
O -2.656562 -0.433169 3.694605 1.11 0.36 -0.63 0.09
C -1.990262 -0.109469 2.824005 -2.14 -1.01 0.66 -0.34
Te -2.838262 0.416331 -0.898895 0.59 0.06 1.72 0.98
C -4.042362 1.893131 -0.085595 -0.46 0.29 0.22 -1.03
C -4.882462 2.787131 -0.698595 0.70 -0.68 -0.05 -0.25
C -5.611162 3.565131 0.215405 -0.33 0.18 0.77 -0.21
C -5.328762 3.257131 1.514205 -0.11 0.03 -0.16 -0.42
S -4.156262 2.016731 1.642105 -0.29 0.28 -0.81 0.90
H -4.959362 2.882031 -1.767695 0.00 0.00 -0.17 0.10
H -6.330562 4.312531 -0.068895 -0.09 0.17 -0.04 0.10
H -5.754062 3.683231 2.401105 -0.08 0.19 0.16 0.06
```
Forces are in eV/Å.

Values from the calculation:
- Gap between HOMO and LUMO (alpha / beta): 5.74 / 5.74 eV
- LUMO level (alpha / beta): -0.0493 / -0.0494 hartree
- HOMO (alpha / beta): -0.26042 / -0.26041 Eh

***

(2)
A 10-piece molecular cluster, C26H58Br8N6O6 overall in a non-equilibrium geometry. Source: the OMol25 dataset; level of theory: ωB97M-V with the def2-TZVPD basis set.

```
104
Properties=species:S:1:pos:R:3:forces:R:3:lowdin_charge:R:1
Br 6.580010 -1.653725 0.922457 -0.13 0.03 0.00 0.62
C 4.923108 -1.380670 -0.096536 0.84 -0.43 -0.63 -0.68
C 5.087737 -0.108829 -0.896725 -0.16 0.06 0.71 -0.66
Br 3.433051 0.155313 -1.916839 0.42 0.18 0.14 0.73
H 4.121980 -1.429759 0.628965 -0.17 0.33 -0.11 0.04
H 4.881082 -2.208278 -0.801046 -0.25 -0.17 0.26 0.04
H 5.923768 -0.170735 -1.585005 -0.16 -0.18 -0.20 0.06
H 5.282547 0.732121 -0.233922 -0.42 0.20 -0.17 0.06
Br -2.821830 1.896517 2.666417 0.60 -0.35 0.03 0.71
C -1.425872 0.870338 3.639007 -0.04 0.20 -0.44 -0.67
C -1.996083 0.729909 5.024826 0.54 -0.08 -0.36 -0.67
Br -0.890995 -0.574102 6.022536 -0.55 0.43 -0.15 0.65
H -0.479482 1.393282 3.524961 -0.17 0.35 0.38 0.02
H -1.245646 -0.087829 3.161089 -0.53 -0.09 -0.18 -0.01
H -3.017608 0.380522 4.908430 0.06 -0.33 0.54 0.04
H -1.984475 1.685993 5.537809 0.05 -0.13 0.27 0.06
Br -0.881510 -2.869087 2.760710 -0.22 -0.05 0.18 0.69
C -2.776225 -3.054938 3.231209 -0.07 -0.76 -0.35 -0.66
C -3.589432 -2.205182 2.277678 0.00 -0.25 0.29 -0.67
Br -5.494238 -2.731337 2.436403 0.64 0.38 0.02 0.60
H -2.881893 -2.898822 4.300318 -0.01 0.57 -0.08 0.05
H -3.008710 -4.104237 3.061571 0.12 0.00 -0.08 0.04
H -3.300282 -2.431119 1.257160 -0.12 0.01 -0.05 0.04
H -3.457823 -1.140167 2.445981 -0.37 0.07 0.05 0.02
Br 0.146262 4.469897 3.320125 -0.18 0.13 -0.09 0.65
C -0.943222 5.880844 4.071909 -0.58 0.74 1.00 -0.73
C -2.369433 5.964315 3.551605 0.37 -0.13 -0.41 -0.69
Br -3.251145 7.455890 4.447560 0.05 -0.07 -0.01 0.62
H -0.459012 6.850184 3.968829 0.26 -0.19 -0.54 0.05
H -0.973662 5.749802 5.153397 0.07 -0.45 -0.06 0.05
H -2.969139 5.083085 3.748791 0.09 -0.08 0.04 0.04
H -2.400578 6.182326 2.488712 -0.08 -0.06 -0.01 0.04
C -3.565746 -0.085277 -1.796152 -0.80 0.12 -1.91 -0.35
O -3.452699 0.388165 -0.698825 0.57 0.08 1.15 0.00
N -4.340797 0.457749 -2.778654 0.02 0.13 0.07 -0.19
C -4.584917 -0.202023 -4.031462 -0.02 0.07 -0.98 -0.07
C -5.082968 1.679907 -2.589101 -1.28 -0.24 0.68 -0.05
H -3.071146 -0.972189 -2.216837 0.28 -0.25 0.55 0.13
H -5.578032 -0.645918 -4.178671 -0.09 0.02 0.71 0.09
H -3.863064 -0.989257 -4.244210 0.20 0.15 0.14 0.08
H -4.548137 0.550582 -4.826529 0.38 -0.11 -0.05 0.09
H -5.055947 2.011971 -1.552569 0.47 -0.01 -0.06 0.08
H -4.828223 2.497098 -3.264035 0.35 -0.15 -0.07 0.09
H -6.144572 1.442531 -2.742812 0.05 0.17 -0.21 0.09
C 1.375806 -0.408972 1.801968 -0.75 1.23 -0.33 -0.38
O 1.655458 0.423029 2.641671 0.67 -0.17 0.66 -0.01
N 0.819228 -0.051681 0.623635 0.38 -0.67 0.20 -0.17
C 0.304858 -1.054093 -0.265783 0.24 -0.63 -1.21 -0.10
C 0.588502 1.330360 0.249018 -0.57 -0.34 -0.47 -0.03
H 1.471765 -1.490346 1.944123 0.17 -0.16 -0.01 0.09
H 0.545658 -2.061204 0.077474 -0.13 0.11 0.36 0.06
H 0.760323 -1.007988 -1.261385 0.16 0.29 0.13 0.04
H -0.767448 -0.987770 -0.477790 -0.06 0.20 0.51 0.08
H -0.446812 1.290314 -0.102475 0.00 0.77 -0.08 0.08
H 0.717860 2.056034 1.042021 -0.12 -0.33 0.44 0.07
H 1.251269 1.647596 -0.560122 -0.04 -0.23 -0.13 0.05
C 4.883702 -0.471290 6.754098 -0.29 0.42 0.13 -0.36
O 4.507219 -0.128783 7.855629 0.19 -0.06 0.35 0.01
N 4.063231 -0.747543 5.728232 -0.07 -0.72 0.09 -0.19
C 4.597321 -1.044359 4.423953 0.82 1.14 -0.37 -0.08
C 2.616548 -0.662083 5.883674 0.12 0.27 -1.07 -0.07
H 5.942803 -0.527584 6.467247 0.18 -0.13 0.09 0.13
H 4.185000 -1.953130 3.994442 0.00 -0.01 -0.08 0.09
H 5.692635 -1.057420 4.435068 -0.07 -0.77 0.53 0.07
H 4.514451 -0.179851 3.753387 -0.97 -0.20 -0.22 0.09
H 2.289083 -0.622844 6.913760 0.33 0.09 0.15 0.07
H 2.307254 0.223642 5.327248 -0.38 0.12 0.23 0.08
H 2.127958 -1.496106 5.373153 0.15 -0.15 0.11 0.07
C 0.423626 -0.152692 -3.937965 0.29 -1.00 -0.40 -0.35
O -0.598485 -0.542471 -3.404344 -0.34 0.50 0.16 -0.01
N 1.074133 -0.887656 -4.876745 -0.19 0.82 0.67 -0.18
C 2.326407 -0.431972 -5.411899 0.53 -0.26 -1.28 -0.09
C 0.456723 -2.092950 -5.381350 0.79 -0.20 -0.52 -0.04
H 0.947382 0.789139 -3.703313 -0.16 0.00 0.14 0.12
H 2.252489 -0.172715 -6.477359 -0.26 0.08 0.07 0.09
H 3.072162 -1.231230 -5.396315 0.02 0.05 0.43 0.09
H 2.720306 0.447601 -4.911507 -0.15 -0.10 0.31 0.06
H 1.233223 -2.695527 -5.859926 0.07 0.00 0.15 0.09
H 0.035093 -2.679704 -4.571136 -0.33 0.14 -0.05 0.07
H -0.252176 -1.865184 -6.180441 -0.35 -0.05 0.30 0.10
C -3.034671 3.844595 -0.137743 0.34 0.73 -0.59 -0.37
O -3.456871 4.672699 0.640567 -0.32 -0.03 0.78 -0.02
N -2.242358 4.191389 -1.182344 0.24 -0.91 -0.21 -0.18
C -1.897071 3.245939 -2.232995 1.51 0.78 0.19 -0.06
C -1.789330 5.545137 -1.420155 -0.77 0.13 0.40 -0.04
H -3.240590 2.770805 -0.085522 -0.09 -0.14 -0.02 0.07
H -1.957034 2.207164 -1.927958 -0.55 -0.05 0.00 0.07
H -0.829888 3.427089 -2.424900 0.02 -0.26 -0.09 0.09
H -2.363987 3.489701 -3.191350 -0.49 -0.29 0.15 0.09
H -2.184950 5.790985 -2.408849 0.46 0.58 0.00 0.09
H -2.203359 6.211154 -0.663713 -0.36 -0.12 -0.16 0.08
H -0.710460 5.683816 -1.318065 0.08 -0.43 -0.46 0.09
C 2.179200 -4.037041 -2.736955 0.45 -0.24 -0.62 -0.35
O 3.234061 -3.449287 -2.691888 0.45 0.46 0.56 0.00
N 1.961692 -5.098828 -3.529919 -1.52 -1.24 -0.59 -0.19
C 0.607101 -5.597180 -3.756099 0.32 -0.67 0.51 -0.07
C 2.926605 -5.830504 -4.315996 0.95 0.82 -0.26 -0.05
H 1.282912 -3.786231 -2.156697 -0.08 0.33 0.12 0.13
H 0.361678 -5.631618 -4.818801 -0.03 0.48 -0.05 0.09
H -0.130105 -5.040769 -3.182173 0.00 0.13 -0.12 0.08
H 0.557741 -6.645789 -3.444896 -0.08 0.03 0.18 0.09
H 2.641146 -5.781858 -5.368948 -0.02 -0.12 -0.04 0.09
H 3.912162 -5.372457 -4.235199 -0.09 0.11 0.13 0.09
H 3.036837 -6.876299 -4.027864 -0.34 -0.01 0.21 0.09
```
Forces are in eV/Å.

Values from the calculation:
- Gap between HOMO and LUMO: 8.72 eV
- SMILES: CN(C)C=O.CN(C)C=O.CN(C)C=O.CN(C)C=O.CN(C)C=O.CN(C)C=O.BrCCBr.BrCCBr.BrCCBr.BrCCBr
- LUMO level: 0.0021 hartree
- HOMO: -0.31822 Eh

***

Number 1: total energy -1997.35788 Eh. Number 2: total energy -22397.56624 Eh.